Record 1
Here is C11H9CdN6O3S2 as an isolated structure at a distorted geometry from the OMol25 dataset. Energies are from ωB97M-V/def2-TZVPD.

Atoms and positions in Å:
Cd (1.115, 1.269, -0.462)
N (-4.478, -0.207, 3.787)
C (-3.337, -0.408, 3.082)
C (-2.658, 0.679, 2.500)
C (-1.498, 0.479, 1.792)
C (-0.988, -0.809, 1.644)
C (-1.651, -1.895, 2.199)
C (-2.813, -1.701, 2.910)
S (0.468, -1.078, 0.711)
O (0.895, -2.433, 0.729)
O (1.492, -0.080, 1.163)
N (0.051, -0.510, -0.791)
C (0.877, -0.924, -1.824)
N (0.833, -2.162, -2.293)
C (1.625, -2.454, -3.314)
C (2.466, -1.519, -3.909)
C (2.480, -0.262, -3.347)
N (1.710, 0.043, -2.300)
H (-4.827, 0.718, 3.948)
H (-4.941, -0.972, 4.238)
H (-3.060, 1.677, 2.617)
H (-0.982, 1.335, 1.374)
H (-1.236, -2.886, 2.066)
H (-3.334, -2.546, 3.339)
H (1.573, -3.479, -3.664)
H (3.084, -1.765, -4.758)
H (3.118, 0.527, -3.725)
S (4.121, 5.680, -3.049)
C (3.386, 4.607, -2.245)
N (2.849, 3.649, -1.695)
O (1.613, 4.136, 0.007)
N (2.051, 3.290, -0.727)

The value obtained for the calculated total energy is -1942.5782 Ha. The calculation puts the LUMO energy at -5.66 eV. The calculation puts the energy above the lowest of the compared OMol25 structures with the same formula, charge and spin at 0.504 eV. Its total charge is +1. The max |F| is 2.38 eV/Å. For the HOMO-LUMO gap, the calculation gives 5.21 eV.

Okay, here come the natural (NBO) numbers, in e, for every atom: 1.643, -0.769, 0.224, -0.261, -0.166, -0.357, -0.141, -0.274, 2.270, -0.879, -1.068, -1.060, 0.530, -0.424, 0.131, -0.311, 0.099, -0.652, 0.401, 0.403, 0.220, 0.187, 0.251, 0.226, 0.219, 0.247, 0.212, 0.378, 0.209, -0.379, -0.239, 0.133

Record 2
Here is a 20-piece molecular cluster, C2H42O21 overall at a distorted geometry from the OMol25 dataset. Energies are from ωB97M-V/def2-TZVPD.

Atoms and positions in Å:
O (3.832, -5.052, -11.751)
C (4.845, -4.353, -12.311)
C (5.647, -3.614, -11.260)
O (6.925, -3.042, -11.754)
H (4.433, -3.596, -13.023)
H (5.552, -5.032, -12.843)
H (5.787, -4.343, -10.459)
H (5.043, -2.798, -10.887)
O (4.041, -1.815, -8.370)
H (4.134, -1.562, -9.284)
H (4.873, -1.626, -8.037)
O (7.150, -3.255, -14.259)
H (6.411, -2.767, -14.548)
H (6.930, -3.255, -13.317)
O (1.274, -5.781, -11.623)
H (2.191, -5.603, -11.621)
H (1.151, -6.584, -12.159)
O (6.050, -4.524, -7.672)
H (5.281, -4.429, -8.239)
H (5.935, -3.961, -6.895)
O (6.581, -7.409, -13.639)
H (6.204, -6.730, -14.214)
H (5.935, -7.408, -12.946)
O (8.178, -3.679, -9.456)
H (7.524, -3.602, -8.726)
H (7.727, -3.384, -10.253)
O (4.942, -2.522, -15.663)
H (4.102, -2.507, -15.210)
H (4.841, -3.006, -16.473)
O (9.642, -3.043, -12.207)
H (9.946, -2.323, -11.660)
H (8.704, -3.140, -11.872)
O (2.394, -2.899, -11.794)
H (3.054, -3.583, -11.707)
H (2.860, -2.058, -11.733)
O (3.000, -5.548, -14.519)
H (2.293, -4.961, -14.835)
H (3.296, -5.462, -13.616)
O (7.230, -0.733, -10.704)
H (7.097, -1.044, -9.835)
H (7.045, -1.596, -11.195)
O (7.868, -5.839, -11.728)
H (7.484, -6.307, -12.512)
H (7.369, -5.044, -11.715)
O (2.484, -2.753, -14.423)
H (2.528, -2.721, -13.438)
H (2.000, -2.021, -14.844)
O (3.578, -4.507, -9.168)
H (3.756, -4.576, -10.119)
H (3.193, -3.638, -8.976)
O (5.835, -5.462, -15.250)
H (4.935, -5.342, -14.950)
H (6.347, -4.785, -14.811)
O (5.227, -0.796, -12.970)
H (4.722, -0.749, -12.164)
H (5.361, -1.731, -13.112)
O (4.443, -7.635, -12.070)
H (3.620, -7.856, -12.399)
H (4.194, -6.762, -11.785)
O (8.391, -0.529, -13.486)
H (7.999, 0.100, -12.892)
H (7.950, -1.326, -13.425)
O (6.325, -7.070, -9.700)
H (6.463, -6.381, -10.386)
H (7.185, -7.175, -9.278)

The value obtained for the calculated total energy is -1681.4822 Ha. The calculation puts the LUMO energy at 4.23 eV. The calculation puts the energy above the lowest of the compared OMol25 structures with the same formula, charge and spin at 0.455 eV. Its total charge is -2. The max |F| is 3.81 eV/Å. For the HOMO-LUMO gap, the calculation gives 7.76 eV.

Okay, here come the natural (NBO) numbers, in e, for every atom: -0.997, -0.114, -0.105, -1.008, 0.110, 0.166, 0.175, 0.110, -0.935, 0.471, 0.467, -0.991, 0.468, 0.488, -0.965, 0.499, 0.448, -0.968, 0.514, 0.447, -1.003, 0.484, 0.486, -0.995, 0.469, 0.485, -0.981, 0.498, 0.474, -0.962, 0.450, 0.495, -0.947, 0.503, 0.448, -1.010, 0.498, 0.505, -1.016, 0.440, 0.506, -0.975, 0.487, 0.465, -1.012, 0.509, 0.473, -0.998, 0.498, 0.473, -0.990, 0.488, 0.503, -0.924, 0.447, 0.474, -0.954, 0.451, 0.499, -0.959, 0.468, 0.487, -0.967, 0.488, 0.463

Record 3
Here is a 5-piece molecular cluster, C20H40O10S5 overall at a distorted geometry from the OMol25 dataset. Energies are from ωB97M-V/def2-TZVPD.

Atoms and positions in Å:
O (-0.924, 1.368, -2.639)
S (-1.253, 0.401, -1.549)
O (-1.291, -1.036, -1.800)
C (-0.251, 0.966, 0.032)
C (-1.234, 1.458, 1.043)
C (-2.585, 0.683, 0.888)
C (-2.812, 0.877, -0.716)
H (0.300, 1.819, -0.366)
H (0.476, 0.187, 0.262)
H (-0.885, 1.597, 2.066)
H (-1.316, 2.513, 0.783)
H (-3.305, 1.270, 1.456)
H (-2.433, -0.377, 1.096)
H (-2.959, 1.926, -0.974)
H (-3.638, 0.343, -1.185)
O (-1.480, 6.747, -8.980)
S (-0.328, 5.899, -8.916)
O (0.945, 6.511, -8.674)
C (-0.663, 4.538, -7.795)
C (-1.376, 3.487, -8.586)
C (-0.649, 3.387, -9.792)
C (-0.190, 4.758, -10.347)
H (-1.117, 4.997, -6.916)
H (0.296, 4.121, -7.490)
H (-1.274, 2.600, -7.961)
H (-2.434, 3.749, -8.589)
H (-1.306, 2.968, -10.554)
H (0.212, 2.736, -9.642)
H (-0.746, 5.166, -11.191)
H (0.856, 4.556, -10.578)
O (-6.270, -4.285, -0.900)
S (-6.896, -5.515, -0.405)
O (-8.366, -5.640, -0.383)
C (-6.111, -6.827, -1.470)
C (-5.729, -7.944, -0.421)
C (-5.338, -7.369, 0.947)
C (-6.209, -6.124, 1.238)
H (-5.229, -6.359, -1.908)
H (-6.886, -7.127, -2.175)
H (-6.545, -8.654, -0.288)
H (-4.969, -8.646, -0.766)
H (-4.301, -7.035, 0.926)
H (-5.406, -8.030, 1.811)
H (-5.668, -5.457, 1.909)
H (-7.135, -6.415, 1.734)
O (5.740, -1.772, 0.138)
S (7.001, -2.223, -0.466)
O (7.601, -1.405, -1.490)
C (8.291, -2.563, 0.898)
C (8.826, -3.975, 0.554)
C (7.559, -4.770, 0.285)
C (6.905, -4.074, -0.919)
H (7.711, -2.651, 1.816)
H (8.929, -1.688, 1.020)
H (9.509, -3.970, -0.295)
H (9.325, -4.373, 1.438)
H (6.949, -4.766, 1.188)
H (7.706, -5.830, 0.079)
H (5.848, -4.107, -1.182)
H (7.409, -4.042, -1.885)
O (-1.258, 5.926, 10.459)
S (-0.223, 6.113, 9.491)
O (0.128, 7.398, 8.869)
C (1.343, 5.291, 10.197)
C (1.811, 4.294, 9.276)
C (0.589, 3.777, 8.535)
C (-0.444, 4.877, 8.152)
H (0.963, 4.882, 11.133)
H (1.905, 6.199, 10.414)
H (2.455, 4.659, 8.476)
H (2.424, 3.502, 9.705)
H (0.046, 3.165, 9.256)
H (0.863, 3.393, 7.553)
H (-1.466, 4.657, 7.845)
H (-0.026, 5.286, 7.232)

The value obtained for the calculated total energy is -3529.1914 Ha. The calculation puts the LUMO energy at 0.43 eV. The calculation puts the energy above the lowest of the compared OMol25 structures with the same formula, charge and spin at 4.056 eV. The max |F| is 4.97 eV/Å. For the HOMO-LUMO gap, the calculation gives 10.52 eV. Its SMILES is O=S1(=O)CCCC1.O=S1(=O)CCCC1.O=S1(=O)CCCC1.O=S1(=O)CCCC1.O=S1(=O)CCCC1.

Okay, here come the Löwdin numbers, in e, for every atom: -0.376, 0.739, -0.349, -0.196, -0.264, -0.140, -0.219, 0.087, 0.096, 0.113, 0.108, 0.105, 0.110, 0.091, 0.093, -0.310, 0.656, -0.325, -0.243, -0.278, -0.262, -0.181, 0.114, 0.114, 0.129, 0.132, 0.124, 0.128, 0.102, 0.100, -0.367, 0.730, -0.352, -0.177, -0.219, -0.225, -0.201, 0.095, 0.096, 0.107, 0.104, 0.107, 0.113, 0.100, 0.086, -0.361, 0.709, -0.342, -0.196, -0.227, -0.229, -0.187, 0.089, 0.097, 0.118, 0.113, 0.118, 0.114, 0.091, 0.094, -0.330, 0.713, -0.349, -0.217, -0.261, -0.222, -0.214, 0.105, 0.102, 0.121, 0.125, 0.117, 0.115, 0.105, 0.090